{
  "formula": "C74H116F18N20O37S18",
  "method": "ωB97M-V/def2-TZVPD",
  "total_energy_ha": -15732.37105,
  "charge": 2,
  "lumo_energy_ev": -6.3887,
  "gap_ha": 0.167,
  "symbols": ["C", "C", "C", "C", "N", "C", "C", "C", "C", "C", "H", "H", "H", "H", "H", "H", "H", "H", "H", "H", "H", "H", "H", "H", "H", "H", "H", "H", "H", "H", "C", "C", "C", "C", "N", "C", "C", "C", "C", "C", "H", "H", "H", "H", "H", "H", "H", "H", "H", "H", "H", "H", "H", "H", "H", "H", "H", "H", "H", "H", "C", "N", "C", "C", "C", "C", "C", "C", "C", "C", "N", "C", "C", "C", "H", "H", "H", "H", "H", "H", "H", "H", "H", "H", "H", "H", "H", "H", "C", "N", "C", "C", "C", "C", "C", "C", "C", "C", "N", "C", "C", "C", "H", "H", "H", "H", "H", "H", "H", "H", "H", "H", "H", "H", "H", "H", "C", "N", "C", "C", "C", "C", "C", "C", "C", "C", "N", "C", "C", "C", "H", "H", "H", "H", "H", "H", "H", "H", "H", "H", "H", "H", "H", "H", "C", "N", "C", "C", "C", "C", "C", "C", "C", "C", "N", "C", "C", "C", "H", "H", "H", "H", "H", "H", "H", "H", "H", "H", "H", "H", "H", "H", "C", "C", "N", "C", "C", "C", "C", "C", "O", "C", "H", "H", "H", "H", "H", "H", "H", "H", "H", "H", "H", "H", "H", "H", "H", "H", "H", "H", "H", "H", "N", "S", "O", "O", "F", "S", "O", "O", "F", "N", "S", "O", "O", "F", "S", "O", "O", "F", "N", "S", "O", "O", "F", "S", "O", "O", "F", "N", "S", "O", "O", "F", "S", "O", "O", "F", "N", "S", "O", "O", "F", "S", "O", "O", "F", "N", "S", "O", "O", "F", "S", "O", "O", "F", "N", "S", "O", "O", "F", "S", "O", "O", "F", "N", "S", "O", "O", "F", "S", "O", "O", "F", "N", "S", "O", "O", "F", "S", "O", "O", "F"],
  "positions_angstrom": [[22.763, 18.067, 11.427], [23.165, 17.496, 12.851], [22.526, 18.245, 14.018], [22.996, 17.652, 15.346], [22.224, 18.236, 16.509], [22.742, 17.657, 17.843], [21.473, 17.546, 18.743], [20.390, 18.161, 17.915], [20.778, 17.847, 16.525], [22.372, 19.737, 16.450], [23.043, 17.317, 10.705], [23.333, 19.013, 11.307], [21.664, 18.199, 11.356], [24.270, 17.476, 12.935], [22.902, 16.427, 12.891], [21.428, 18.331, 13.921], [22.936, 19.262, 13.899], [24.054, 17.859, 15.496], [22.872, 16.592, 15.445], [23.514, 18.369, 18.217], [23.231, 16.729, 17.613], [21.548, 17.968, 19.735], [21.274, 16.487, 18.892], [20.309, 19.232, 18.188], [19.425, 17.725, 18.121], [20.188, 18.399, 15.831], [20.573, 16.790, 16.302], [21.943, 20.080, 15.500], [23.443, 19.999, 16.469], [21.822, 20.253, 17.223], [22.154, 10.773, 29.931], [20.800, 11.586, 29.936], [20.755, 12.983, 30.541], [21.800, 13.962, 29.981], [21.964, 15.267, 30.680], [20.639, 15.950, 30.845], [20.330, 16.592, 29.517], [21.727, 16.657, 28.747], [22.712, 16.202, 29.803], [22.660, 15.035, 32.044], [21.876, 9.898, 29.375], [22.347, 10.461, 30.929], [23.056, 11.274, 29.591], [19.978, 11.062, 30.434], [20.444, 11.568, 28.900], [20.882, 12.807, 31.591], [19.744, 13.433, 30.374], [21.631, 14.144, 28.915], [22.776, 13.468, 29.969], [20.827, 16.724, 31.609], [19.860, 15.308, 31.201], [19.975, 17.617, 29.680], [19.596, 16.064, 28.902], [22.132, 17.639, 28.513], [21.820, 16.133, 27.801], [23.106, 17.044, 30.386], [23.554, 15.652, 29.426], [22.087, 14.338, 32.595], [22.713, 16.017, 32.542], [23.662, 14.721, 31.754], [22.612, 10.179, 26.004], [21.650, 10.353, 24.818], [21.752, 9.467, 23.838], [20.925, 9.584, 22.718], [19.977, 10.634, 22.650], [20.008, 11.623, 23.642], [20.863, 11.482, 24.726], [19.040, 10.663, 21.508], [18.295, 11.784, 21.169], [17.562, 11.852, 20.023], [17.350, 10.691, 19.321], [17.923, 9.525, 19.677], [18.874, 9.523, 20.676], [16.464, 10.698, 18.115], [22.234, 10.885, 26.745], [23.602, 10.433, 25.650], [22.548, 9.169, 26.367], [22.452, 8.675, 24.079], [21.063, 8.909, 21.900], [19.357, 12.516, 23.717], [20.956, 12.123, 25.601], [18.311, 12.747, 21.726], [17.096, 12.752, 19.698], [17.732, 8.616, 19.121], [19.355, 8.568, 20.821], [17.044, 11.026, 17.242], [15.616, 11.377, 18.324], [16.097, 9.682, 17.937], [21.403, 22.572, 22.570], [22.446, 21.479, 22.466], [23.318, 21.570, 21.468], [24.342, 20.632, 21.333], [24.360, 19.555, 22.213], [23.422, 19.469, 23.296], [22.476, 20.455, 23.386], [25.383, 18.468, 22.258], [24.924, 17.107, 22.187], [25.759, 16.064, 22.351], [27.048, 16.253, 22.594], [27.545, 17.540, 22.621], [26.743, 18.627, 22.415], [27.995, 15.160, 22.856], [21.837, 23.573, 22.540], [20.899, 22.392, 23.485], [20.700, 22.464, 21.777], [23.201, 22.439, 20.851], [25.028, 20.729, 20.520], [23.433, 18.710, 24.057], [21.895, 20.555, 24.276], [23.888, 16.837, 22.085], [25.401, 15.042, 22.268], [28.626, 17.661, 22.861], [27.172, 19.607, 22.398], [27.400, 14.303, 23.070], [28.724, 15.448, 23.581], [28.501, 14.986, 21.918], [15.081, 21.780, 17.350], [15.572, 20.848, 18.429], [16.434, 21.340, 19.365], [17.000, 20.510, 20.291], [16.688, 19.135, 20.225], [15.792, 18.695, 19.278], [15.225, 19.564, 18.334], [17.346, 18.117, 21.123], [18.149, 17.154, 20.429], [19.013, 16.366, 21.147], [18.999, 16.413, 22.479], [18.078, 17.158, 23.153], [17.278, 18.100, 22.475], [19.996, 15.607, 23.223], [15.265, 21.238, 16.419], [15.588, 22.707, 17.366], [13.985, 21.935, 17.482], [16.730, 22.419, 19.246], [17.816, 20.958, 20.891], [15.554, 17.644, 19.177], [14.606, 19.250, 17.500], [18.166, 17.205, 19.353], [19.740, 15.727, 20.694], [18.101, 16.962, 24.227], [16.680, 18.820, 23.043], [20.932, 16.168, 23.266], [20.232, 14.778, 22.523], [19.566, 15.279, 24.143], [10.451, 14.726, 17.707], [11.107, 14.969, 19.031], [12.409, 15.160, 19.094], [13.086, 15.569, 20.248], [12.326, 15.858, 21.364], [10.925, 15.681, 21.275], [10.317, 15.180, 20.149], [12.845, 16.692, 22.538], [12.209, 16.612, 23.762], [12.408, 17.686, 24.630], [13.377, 18.655, 24.464], [14.018, 18.723, 23.296], [13.793, 17.700, 22.354], [13.631, 19.581, 25.618], [9.429, 14.370, 17.785], [11.051, 13.986, 17.149], [10.473, 15.724, 17.198], [12.856, 15.016, 18.089], [14.122, 15.782, 20.152], [10.263, 15.838, 22.127], [9.296, 14.845, 20.019], [11.488, 15.820, 23.957], [11.834, 17.855, 25.552], [14.609, 19.629, 23.169], [14.240, 17.867, 21.394], [13.368, 19.097, 26.531], [13.043, 20.479, 25.456], [14.728, 19.784, 25.649], [19.223, 23.067, 11.033], [19.180, 22.285, 12.400], [18.561, 22.976, 13.585], [19.321, 24.191, 13.855], [17.045, 23.403, 13.345], [16.397, 24.164, 14.542], [18.721, 22.106, 14.784], [18.002, 20.805, 14.773], [18.691, 19.631, 14.300], [17.747, 18.596, 14.127], [18.209, 23.228, 10.633], [19.609, 22.370, 10.282], [19.893, 23.928, 10.929], [20.179, 22.034, 12.748], [18.684, 21.328, 12.251], [19.175, 24.928, 13.027], [20.371, 23.987, 13.926], [18.929, 24.655, 14.777], [16.407, 22.560, 13.042], [17.230, 24.007, 12.457], [16.746, 25.186, 14.572], [16.592, 23.805, 15.541], [15.322, 24.140, 14.335], [18.441, 22.665, 15.685], [19.802, 21.967, 14.937], [17.131, 20.872, 14.100], [17.541, 20.690, 15.796], [16.814, 18.947, 13.632], [17.408, 18.263, 15.123], [18.207, 17.736, 13.573], [13.129, 15.307, 15.637], [12.119, 14.896, 14.420], [11.350, 13.757, 15.011], [12.677, 14.631, 13.129], [11.226, 16.106, 14.146], [14.639, 15.724, 15.909], [15.514, 15.521, 14.875], [14.832, 15.294, 17.227], [14.380, 17.347, 15.800], [21.215, 22.634, 17.475], [20.735, 22.747, 18.983], [20.852, 24.095, 19.624], [20.886, 21.471, 19.679], [18.982, 22.657, 18.507], [22.347, 23.104, 16.583], [21.892, 23.152, 15.204], [23.614, 22.499, 16.766], [22.521, 24.534, 17.147], [19.429, 14.330, 18.754], [18.111, 14.802, 17.796], [17.598, 13.751, 16.990], [18.190, 16.192, 17.340], [17.054, 14.910, 19.040], [20.526, 13.475, 18.106], [21.110, 14.074, 16.911], [20.358, 12.047, 18.185], [21.611, 13.744, 19.210], [17.692, 13.863, 25.669], [18.327, 13.929, 27.169], [17.439, 14.503, 28.134], [19.774, 14.181, 27.101], [18.303, 12.480, 27.542], [16.281, 14.203, 24.984], [16.246, 15.520, 24.400], [15.139, 13.594, 25.638], [16.498, 13.133, 23.712], [19.664, 19.225, 25.135], [20.615, 18.704, 26.292], [20.012, 17.574, 26.907], [21.304, 19.656, 27.152], [21.748, 18.189, 25.270], [18.760, 20.584, 25.206], [19.502, 21.803, 25.501], [17.474, 20.279, 25.749], [18.540, 20.703, 23.683], [12.026, 19.986, 18.839], [11.259, 21.456, 19.024], [12.288, 22.565, 18.619], [10.545, 21.897, 20.140], [10.345, 21.379, 17.878], [11.975, 18.483, 19.459], [12.007, 18.568, 20.946], [12.852, 17.799, 18.410], [10.372, 18.035, 19.069], [14.164, 23.180, 23.539], [14.999, 22.494, 22.509], [15.526, 21.267, 23.069], [15.784, 23.189, 21.541], [13.796, 21.947, 21.617], [12.882, 24.045, 23.528], [12.741, 24.976, 22.502], [12.308, 24.396, 24.769], [11.967, 22.822, 23.148], [14.500, 20.942, 12.612], [13.849, 20.371, 13.995], [14.860, 20.010, 14.893], [12.636, 19.609, 13.831], [13.386, 21.810, 14.526], [15.454, 20.215, 11.460], [15.518, 18.768, 11.512], [16.650, 21.064, 11.288], [14.494, 20.506, 10.272], [23.351, 13.829, 23.940], [23.444, 13.013, 22.490], [23.317, 11.608, 22.603], [24.489, 13.660, 21.779], [22.161, 13.664, 21.937], [24.097, 13.923, 25.332], [25.514, 14.115, 25.040], [23.669, 12.848, 26.272], [23.481, 15.295, 25.769]]
}